1.
This record from the OMol25 dataset describes a cluster of 3 separate species, C6H16O2 in total. The level of theory is ωB97M-V/def2-TZVPD.

The energy above the lowest of the compared OMol25 structures with the same formula, charge and spin is 220.8 kJ/mol. For the gap between HOMO and LUMO, the calculation gives 9.6 eV.

CARTESIAN COORDINATES (ANGSTROEM)
C 0.037997 -1.183476 1.427475
C 0.191685 -0.394121 0.367201
C 0.394385 1.119788 0.559658
C -0.108726 -0.865418 -1.004661
C 0.567326 -0.191421 -2.223056
C 2.055648 -0.652967 -2.427491
H 0.430823 -1.208393 2.411671
H -0.283676 -2.218196 1.310517
H -0.414825 1.550239 1.169527
H 1.332053 1.419074 0.944080
H 0.310162 1.553152 -0.439039
H -1.102624 -0.687265 -1.395366
H 0.032483 -1.930742 -1.148095
H 0.783460 0.856287 -2.033671
H -0.029651 -0.354635 -3.097064
H 2.182763 -0.473816 -3.454316
H 2.158242 -1.688491 -1.977557
H 2.746435 0.036135 -1.886472
O -2.962031 -0.235588 0.896601
H -2.914642 0.609652 1.357116
H -3.970369 -0.152099 0.737238
O -0.713143 1.976561 3.550234
H 0.248090 1.898365 3.342436
H -0.971865 1.217376 3.013034

Forces on atoms 1 to 3 (eV/Å):
0.439 -2.165 -0.942
-0.421 1.185 1.361
-1.225 -0.725 -1.191

2.
This record from the OMol25 dataset describes a cluster of 6 separate species, C34H69F5N2O14P3 in total. The level of theory is ωB97M-V/def2-TZVPD.

As for the total charge: +1. For the gap between HOMO and LUMO, the calculation gives 9.0 eV.

CARTESIAN COORDINATES (ANGSTROEM)
C 4.750940 2.497933 -0.314070
C 4.280712 1.036775 -0.379824
P 3.368421 0.595160 -1.919897
C 2.571625 2.115286 -2.510940
N 1.937551 -0.402121 -1.111983
C 0.722788 0.223211 -0.436035
P 1.037918 1.555972 0.801641
O 1.875528 2.667752 0.378955
O 1.670749 0.714651 2.012650
O -0.423271 1.928433 1.240820
C -0.367597 0.305413 -1.545879
C -0.883915 1.684096 -2.011684
F -0.818675 1.784982 -3.360020
F -0.168903 2.695631 -1.513817
C -2.380398 1.935391 -1.653890
F -2.690223 1.446093 -0.458280
F -3.158692 1.328207 -2.546949
F -2.655078 3.219058 -1.662450
C 0.146223 -0.631739 -2.680058
P -1.392421 -1.567847 -3.307744
N -1.769886 -0.783226 -4.747934
O -0.610040 -2.886909 -3.935649
C 1.284398 -1.461503 -2.044644
C 0.758008 -2.601883 -1.157041
C 2.201317 -2.002435 -3.144506
C 3.292712 -3.042113 -2.816660
C 4.185743 -2.781181 -1.601623
C 4.176257 -3.223209 -4.072482
H 4.023863 3.120900 0.200185
H 5.700115 2.550518 0.221035
H 4.936480 2.912605 -1.307613
H 3.730787 0.765332 0.525194
H 5.157576 0.382291 -0.424522
H 3.200676 2.401610 -3.360543
H 1.582533 1.914747 -2.919282
H 2.523355 2.920675 -1.782487
H 2.451506 -0.871691 -0.365049
H 0.332107 -0.575334 0.202826
H 1.456417 -0.222068 2.077585
H -0.875343 1.285370 1.832796
H -1.244444 -0.194731 -1.126944
H 0.565214 -0.064602 -3.514801
H -1.011079 -0.565373 -5.384813
H -2.404217 0.001230 -4.654419
H -1.273541 -3.498555 -4.287246
H -0.226894 -2.396243 -0.729353
H 0.658874 -3.503353 -1.759042
H 1.435986 -2.807404 -0.323337
H 1.492339 -2.515493 -3.794286
H 2.616460 -1.187035 -3.739776
H 2.795956 -4.002706 -2.634766
H 4.893945 -3.607157 -1.494846
H 3.635490 -2.739392 -0.652942
H 4.776124 -1.875705 -1.736384
H 3.726284 -2.761351 -4.955666
H 4.343442 -4.281255 -4.287289
H 5.154899 -2.762598 -3.926257
O -1.887528 0.947430 3.207748
C -2.818475 1.658828 3.532947
O -3.834463 1.083758 4.162822
C -4.926507 1.829487 4.739966
C -5.993119 2.165691 3.723021
C -2.851687 3.125975 3.195092
H -4.545526 2.711153 5.256846
H -5.331307 1.162138 5.498698
H -5.616402 2.821572 2.937731
H -6.826364 2.664679 4.216909
H -6.367839 1.253323 3.260823
H -3.214509 3.228346 2.171344
H -1.835309 3.510964 3.231210
H -3.484989 3.715907 3.849246
O -8.546820 0.103388 6.375968
C -7.888445 0.167416 7.380351
O -7.005630 -0.819521 7.632069
C -6.048052 -0.742807 8.702377
C -6.619734 -1.160047 10.039110
C -8.051862 1.297705 8.371846
H -5.601373 0.251087 8.744488
H -5.261373 -1.432036 8.398495
H -7.418692 -0.493583 10.362767
H -5.834397 -1.138132 10.794752
H -7.025264 -2.169917 9.975208
H -8.887454 1.051686 9.027223
H -8.312453 2.193886 7.814628
H -7.178119 1.495377 8.985661
O -3.527667 0.657667 11.318662
C -2.656538 0.848143 10.515951
O -3.026557 1.115762 9.240656
C -2.105602 1.469172 8.205788
C -1.481689 0.249681 7.559707
C -1.192609 0.736739 10.861527
H -1.356180 2.172921 8.570561
H -2.716142 2.003269 7.477544
H -0.873536 -0.317328 8.264700
H -0.849631 0.544066 6.720895
H -2.263646 -0.411921 7.185924
H -0.916579 -0.317090 10.815295
H -1.066851 1.074814 11.886404
H -0.528526 1.298915 10.211644
O 5.970346 0.088699 -3.893966
C 6.054709 0.408096 -5.054790
O 4.920006 0.715764 -5.704769
C 4.917253 1.236022 -7.049981
C 5.017318 0.140021 -8.083538
C 7.375727 0.419132 -5.781664
H 5.700876 1.986235 -7.159878
H 3.958941 1.743334 -7.135424
H 5.956429 -0.410142 -8.013133
H 4.943843 0.562988 -9.085362
H 4.193938 -0.558767 -7.942329
H 7.583482 -0.598536 -6.114202
H 8.145720 0.706429 -5.070850
H 7.413461 1.078007 -6.643021
O 1.732710 0.323039 -8.016893
C 1.289593 -0.793504 -8.000652
O 1.701817 -1.612253 -7.002731
C 1.201120 -2.943576 -6.829211
C 1.942792 -3.954427 -7.675519
C 0.356462 -1.309829 -9.066204
H 0.124305 -2.972368 -7.001506
H 1.355834 -3.146246 -5.772000
H 1.812600 -3.761800 -8.740961
H 1.578180 -4.960098 -7.465031
H 3.009161 -3.917434 -7.451580
H 0.963010 -1.633059 -9.912838
H -0.264149 -0.480524 -9.394480
H -0.276739 -2.136876 -8.760053

Forces on atoms 1 to 3 (eV/Å):
0.192 -0.020 0.024
0.224 -0.007 0.013
-0.013 -0.298 -0.231

3.
This record from the OMol25 dataset describes a structure of composition C23H14ClN3O6S2W. The level of theory is ωB97M-V/def2-TZVPD.

The energy above the lowest of the compared OMol25 structures with the same formula, charge and spin is 111.7 kJ/mol. As for the total charge: +2. For the gap between HOMO and LUMO (spin up / spin down), the calculation gives 5.7 / 5.7 eV.

CARTESIAN COORDINATES (ANGSTROEM)
W 0.822311 -0.218984 -1.423602
O 5.137210 0.050208 2.643436
C 3.962506 0.080342 3.250956
O 3.841614 0.046927 4.437217
C 2.722455 0.151141 2.388348
C 1.412086 0.196291 2.895374
Cl 0.907712 0.353220 4.484966
N 0.541428 0.172775 1.861682
N 1.230326 0.170072 0.691558
C 2.534837 0.111221 1.016313
C 3.452084 -0.102479 -0.130061
O 4.638839 -0.070964 -0.114581
O 2.723714 -0.344076 -1.252455
C -0.885209 0.024158 1.906148
C -1.696775 0.763869 1.056850
C -3.071112 0.573308 1.089079
C -3.625237 -0.341442 1.972196
C -2.801430 -1.072336 2.818066
C -1.427287 -0.900901 2.787797
H 5.102985 0.095539 1.672784
H -1.290411 1.530108 0.412530
H -3.705921 1.159509 0.438786
H -4.696922 -0.476913 2.011338
H -3.225963 -1.787542 3.508566
H -0.798043 -1.506048 3.426252
O 2.104188 1.391999 -4.813338
C 1.573815 1.326976 -3.767338
O 1.083388 0.142450 -3.230610
C 1.318809 2.438112 -2.798957
C 1.540325 3.754346 -3.133062
C 1.306000 4.726062 -2.165482
C 0.885318 4.328158 -0.906741
C 0.700122 2.981118 -0.644024
N 0.896381 2.037494 -1.578565
H 1.891519 3.993569 -4.127781
H 1.460823 5.772807 -2.390196
H 0.706448 5.048121 -0.120770
H 0.408684 2.651215 0.341971
S -1.439425 -0.509940 -2.047178
C -1.987803 -2.044591 -1.539270
C -3.310260 -2.452979 -1.779939
C -3.692993 -3.727069 -1.423045
C -2.773107 -4.600949 -0.840152
C -1.459776 -4.216136 -0.609061
C -1.062953 -2.935303 -0.961528
S 0.594108 -2.425608 -0.716119
H -4.007583 -1.770219 -2.245349
H -4.706407 -4.055581 -1.605477
H -3.082563 -5.601723 -0.572923
H -0.752858 -4.909329 -0.174608

Forces on atoms 1 to 3 (eV/Å):
-0.300 -0.075 -0.348
0.019 0.040 0.051
-0.004 0.027 0.012

4.
This record from the OMol25 dataset describes a cluster of 2 separate species, C6H12O2 in total. The level of theory is ωB97M-V/def2-TZVPD.

The energy above the lowest of the compared OMol25 structures with the same formula, charge and spin is 635.0 kJ/mol. For the gap between HOMO and LUMO (spin up / spin down), the calculation gives 7.6 / 7.6 eV.

CARTESIAN COORDINATES (ANGSTROEM)
C 0.182127 0.972777 -2.320517
C -0.517073 0.623369 -1.245802
C -1.956023 0.224881 -1.206841
O -0.007825 1.141282 0.006841
H -0.111419 0.619605 -3.294504
H 1.097324 1.536719 -2.248644
H -2.164257 -0.394560 -2.075822
H -2.616411 1.096937 -1.205381
H -2.170319 -0.289104 -0.271842
H -0.706901 1.587211 0.508127
C 0.023471 -0.055288 2.356415
C 0.550212 -0.425916 1.193364
C 2.006618 -0.589063 0.890411
O -0.192453 -1.696868 0.333806
H -0.166481 -0.736091 3.171292
H -0.472296 0.896763 2.451456
H 2.133028 -0.835952 -0.161996
H 2.535749 0.340287 1.100495
H 2.419395 -1.449838 1.412856
H 0.133533 -2.567150 0.606288

Forces on atoms 1 to 3 (eV/Å):
0.098 -0.825 0.280
-0.193 2.584 0.479
0.262 -0.430 0.435

5.
This record from the OMol25 dataset describes an isolated molecule of C4H4O2. The level of theory is ωB97M-V/def2-TZVPD.

The energy above the lowest of the compared OMol25 structures with the same formula, charge and spin is 511.8 kJ/mol. For the gap between HOMO and LUMO, the calculation gives 8.5 eV.

CARTESIAN COORDINATES (ANGSTROEM)
O 1.586862 -1.346519 -1.152237
C 0.867388 -0.631499 -0.480736
C 1.387251 0.249861 0.541778
C -0.927446 0.457011 0.529547
O -1.146677 0.690216 -0.815180
C -0.649094 -0.599916 -0.427268
H 0.049935 0.859188 0.974586
H 1.847135 1.197132 0.230417
H -1.728406 0.573898 1.252251
H -1.286949 -1.449373 -0.653159

Forces on atoms 1 to 3 (eV/Å):
-0.324 0.210 0.119
0.321 -0.236 -0.071
0.178 -0.300 -0.131

6.
This record from the OMol25 dataset describes the ion CH2NO4S with charge -1. The level of theory is ωB97M-V/def2-TZVPD.

The energy above the lowest of the compared OMol25 structures with the same formula, charge and spin is 543.2 kJ/mol. As for the total charge: -1. For the gap between HOMO and LUMO, the calculation gives 8.9 eV.

CARTESIAN COORDINATES (ANGSTROEM)
C 1.266557 0.052822 -0.076710
N -1.512345 -1.200328 -0.172484
O -2.363585 -1.953419 0.260430
O 1.821033 1.229932 -0.460560
O -1.704600 0.121496 -0.397163
O -0.484515 1.655735 0.999193
S -0.128833 1.076935 -0.291716
H 1.550636 -0.263492 0.948998
H 1.555654 -0.719683 -0.809987

Forces on atoms 1 to 3 (eV/Å):
1.601 -1.447 -0.242
1.624 -0.810 0.139
-0.154 2.630 -0.869

7.
This record from the OMol25 dataset describes a structure of composition C17H13CrN3O2S. The level of theory is ωB97M-V/def2-TZVPD.

The energy above the lowest of the compared OMol25 structures with the same formula, charge and spin is 0.0 kJ/mol. As for the spin multiplicity: 5. For the gap between HOMO and LUMO (spin up / spin down), the calculation gives 7.3 / 7.6 eV.

CARTESIAN COORDINATES (ANGSTROEM)
Cr -0.022300 -0.380200 0.045000
O -1.832500 -0.278600 0.029200
C -2.633500 0.716500 0.257700
C -4.011800 0.578500 0.017000
C -4.897500 1.585000 0.315300
C -4.438800 2.776500 0.875000
C -3.096900 2.959000 1.093200
C -2.154900 1.966400 0.768400
C -0.774100 2.258400 0.902400
N 0.173900 1.442100 0.519300
N 1.452600 1.867600 0.612100
C 2.267100 0.893800 0.292100
O 1.801400 -0.273800 -0.009800
C 3.715700 1.082800 0.338600
C 4.519000 -0.056200 0.374700
C 5.889200 0.059600 0.466900
C 6.472200 1.315800 0.505200
C 5.680700 2.454100 0.439000
C 4.304300 2.345800 0.362200
H -4.350500 -0.349900 -0.416200
H -5.951100 1.447500 0.127600
H -5.138400 3.557800 1.123000
H -2.736700 3.888000 1.512400
H -0.490300 3.238900 1.280300
H 4.042700 -1.024000 0.323000
H 6.504800 -0.827100 0.505800
H 7.545300 1.404200 0.594100
H 6.147700 3.429000 0.443900
H 3.664500 3.213300 0.301000
S -0.640800 -4.794400 -0.415100
C 0.802100 -4.389200 0.438000
C 0.954500 -3.046800 0.493600
N -0.022900 -2.325500 -0.122500
C -0.928400 -3.113500 -0.649900
H 1.436900 -5.152000 0.839500
H 1.779200 -2.523500 0.947200
H -1.797700 -2.748200 -1.159700

Forces on atoms 1 to 3 (eV/Å):
-0.578 -0.246 -0.351
-2.268 -0.360 -0.325
-0.010 0.697 0.323

8.
This record from the OMol25 dataset describes a structure of composition C10H20DyN2O2S3. The level of theory is ωB97M-V/def2-TZVPD.

The energy above the lowest of the compared OMol25 structures with the same formula, charge and spin is 27.4 kJ/mol. As for the spin multiplicity: 6. As for the total charge: +1. For the gap between HOMO and LUMO (spin up / spin down), the calculation gives 7.3 / 7.3 eV.

CARTESIAN COORDINATES (ANGSTROEM)
Dy 0.369349 0.231844 -0.496956
C 0.965856 -1.863974 2.042975
C 1.977403 -0.783087 2.382127
N 2.200865 0.163995 1.267611
C 2.480731 1.541263 1.715225
C 1.314715 2.185758 2.475288
S -0.356291 1.842064 1.853214
C -0.963806 0.531721 2.964221
C -1.293092 -0.800919 2.299437
N -0.251707 -1.328754 1.404315
H 1.409131 -2.571543 1.342608
H 0.718805 -2.416050 2.956032
H 1.643587 -0.211388 3.244228
H 2.917730 -1.252335 2.678694
H 2.998259 -0.154668 0.723781
H 3.352142 1.578862 2.376004
H 2.723683 2.132947 0.830684
H 1.317422 1.919475 3.531418
H 1.436039 3.267494 2.441973
H -0.235989 0.424614 3.765826
H -1.873036 0.914395 3.425788
H -1.536270 -1.513434 3.095606
H -2.193973 -0.683033 1.695221
H -0.663543 -2.096640 0.884828
C -2.078822 1.487376 -4.491603
C -1.559726 0.912210 -3.205202
S -1.074882 1.976092 -2.034829
C -1.521520 -0.551088 -3.131074
C -1.540161 -1.393015 -4.394981
S -1.482320 -1.316682 -1.710582
H -2.211352 2.561999 -4.423677
H -3.017905 1.009170 -4.775504
H -1.360040 1.270843 -5.286835
H -1.704895 -0.808759 -5.294557
H -2.308890 -2.162639 -4.345255
H -0.576562 -1.893113 -4.504074
O 1.344707 -0.546210 -2.034362
O 0.634368 -1.604805 -1.267625

Forces on atoms 1 to 3 (eV/Å):
-0.439 2.340 2.487
-0.104 0.003 -0.038
0.137 0.151 0.079

Sequential F_max output: 3.44 0.81 1.04 3.59 0.41 4.49 2.73 3.44 eV/Å